This record from the Open Molecules 2025 dataset describes a structure of composition C20H26AuBrN3O4SSe in a non-equilibrium geometry. The level of theory is the ωB97M-V functional and the def2-TZVPD basis.

Values from the calculation:
HOMO-LUMO gap, eV: 8.362
Calculated total energy, eV: -183733.1490
Net charge: +1
HOMO, eV: -11.68

Each line ends with the Löwdin charge.
CARTESIAN COORDINATES (ANGSTROEM)
Au: 1.170 2.407 -3.869  0.89
O: -1.651 1.140 -1.647  -0.26
S: -0.805 0.509 -2.613  0.37
O: -1.166 -0.802 -3.070  -0.36
O: -0.541 1.360 -3.814  -0.48
O: 0.668 0.190 -1.793  -0.68
Br: 7.081 5.470 -4.074  0.84
C: 5.396 4.659 -4.029  -0.68
C: 4.887 4.039 -5.159  -0.08
C: 3.644 3.447 -5.081  -0.11
N: 2.913 3.451 -3.956  -0.16
C: 3.410 4.060 -2.869  -0.12
C: 4.644 4.675 -2.864  -0.08
H: 5.440 4.014 -6.086  0.12
H: 3.207 2.959 -5.940  0.12
H: 2.786 4.057 -1.988  0.11
H: 5.005 5.157 -1.968  0.11
C: 2.925 -0.923 2.007  -0.10
C: 1.600 -0.861 2.756  -0.25
C: 0.975 0.532 2.752  -0.17
C: 0.348 0.927 1.419  -0.11
N: -0.817 0.094 1.105  0.02
C: -0.903 -0.888 0.203  -0.46
Se: 0.451 -1.423 -1.012  1.24
N: -2.125 -1.425 0.225  0.02
C: -2.616 -2.492 -0.664  -0.11
C: -1.995 -3.854 -0.386  -0.19
C: -2.276 -4.459 0.988  -0.23
C: -1.529 -3.811 2.153  -0.09
C: -2.888 -0.729 1.149  -0.14
C: -4.214 -0.872 1.554  0.02
C: -4.663 0.007 2.514  -0.05
C: -3.826 0.994 3.064  -0.05
C: -2.512 1.128 2.675  0.02
C: -2.057 0.238 1.704  -0.13
H: 3.361 -1.920 2.056  0.08
H: 3.644 -0.226 2.442  0.08
H: 2.809 -0.668 0.952  0.04
H: 1.751 -1.173 3.791  0.11
H: 0.892 -1.584 2.334  0.08
H: 1.744 1.276 2.977  0.12
H: 0.223 0.617 3.539  0.11
H: 1.047 0.838 0.591  0.10
H: -0.009 1.956 1.435  0.14
H: -2.440 -2.165 -1.688  0.11
H: -3.691 -2.538 -0.500  0.13
H: -0.914 -3.819 -0.561  0.08
H: -2.393 -4.515 -1.160  0.13
H: -1.993 -5.513 0.946  0.11
H: -3.354 -4.449 1.178  0.11
H: -0.460 -3.731 1.932  0.07
H: -1.627 -4.417 3.053  0.08
H: -1.900 -2.816 2.399  0.06
H: -4.866 -1.623 1.132  0.12
H: -5.687 -0.059 2.854  0.11
H: -4.228 1.663 3.813  0.11
H: -1.870 1.886 3.101  0.12